Record 1
The following is a DFT calculation (the ωB97M-V functional and the def2-TZVPD basis) of a structure of composition C37H29ClMoN2O4S2Se.

The geometry in XYZ format:
```
77
C37H29ClMoN2O4S2Se, DFT the ωB97M-V functional and the def2-TZVPD basis
Mo 1.34191 -0.02603 0.30744
O -3.11647 -0.92526 0.85070
C -3.02032 -2.27188 1.01738
C -4.09348 -3.02110 1.48651
C -3.98884 -4.39723 1.60595
C -2.81481 -5.04383 1.24865
C -1.74624 -4.29549 0.78266
C -1.82542 -2.91103 0.67102
C -0.63039 -2.14254 0.24131
O -0.39239 -1.03258 0.83276
N 0.11896 -2.65036 -0.69517
N 1.22932 -1.82445 -0.92995
C 1.95320 -2.28007 -1.89492
S 3.45388 -1.56098 -2.43616
C 3.97138 -3.03748 -3.35256
C 2.73905 -3.64125 -3.98703
S 1.45019 -3.74273 -2.71639
H -3.99274 -0.62735 1.11735
H -5.01660 -2.51703 1.75211
H -4.83313 -4.96392 1.97712
H -2.72984 -6.11801 1.33883
H -0.81503 -4.77171 0.50554
H 4.44385 -3.73771 -2.66420
H 4.70145 -2.71648 -4.09513
H 2.92642 -4.65211 -4.34836
H 2.38277 -3.02606 -4.81365
Cl 6.30885 5.49691 -0.49883
C 5.31359 4.07293 -0.50533
C 5.47655 3.12231 -1.52081
C 4.70509 1.98789 -1.54805
C 3.72705 1.74695 -0.55842
O 3.01644 0.65814 -0.61945
C 3.56688 2.72451 0.45129
C 2.58202 2.58448 1.48625
O 1.74801 1.68830 1.58999
C 4.37422 3.87637 0.46790
H 6.22151 3.29291 -2.28692
H 4.82838 1.25070 -2.32955
H 2.57250 3.36571 2.25821
H 4.24040 4.60871 1.25469
Se 2.24744 -1.16498 2.40854
C 0.67664 -0.96497 3.50068
C -0.22986 -2.01368 3.61773
C -1.38272 -1.86322 4.37234
C -1.63978 -0.66321 5.02240
C -0.72876 0.37894 4.92496
C 0.42813 0.22762 4.17104
H -0.03803 -2.94582 3.10293
H -2.08390 -2.68574 4.44551
H -2.54178 -0.54412 5.60956
H -0.91486 1.31358 5.43976
H 1.13911 1.03909 4.09444
C -4.66444 3.94961 -0.35014
C -4.44973 3.46230 0.93165
C -3.24570 2.85348 1.25043
C -2.23926 2.70823 0.29364
C -2.46091 3.21667 -0.98695
C -3.66304 3.82896 -1.30442
C -1.00271 2.00794 0.68178
C -0.19026 1.32375 -0.11212
C -0.28810 0.95795 -1.53412
C -1.28104 0.05777 -1.95509
C -1.27578 -0.43427 -3.24464
C -0.28370 -0.04273 -4.14031
C 0.68839 0.86284 -3.74747
C 0.68956 1.35977 -2.45101
H -5.60140 4.42967 -0.60130
H -5.21988 3.56269 1.68626
H -3.07476 2.47301 2.25150
H -1.68325 3.13967 -1.73538
H -3.81734 4.21989 -2.30226
H -0.79485 1.98451 1.74898
H -2.03900 -0.24449 -1.24383
H -2.03744 -1.13870 -3.55321
H -0.27675 -0.44155 -5.14704
H 1.45329 1.17963 -4.44486
H 1.44831 2.06781 -2.14281
```

## Properties
Multiplicity: 3
LUMO level (spin up / spin down) (eV): -0.704 / -0.537
Relative energy (zero: lowest compared OMol25 entry of this formula, charge and spin) (kJ/mol): 17.3
M (g mol⁻¹): 840.14

Löwdin atomic charge list, values in e, 2 entries:
1 Mo 1.45
2 O 0.06



Record 2
The following is a DFT calculation (the ωB97M-V functional and the def2-TZVPD basis) of a structure of composition C37H29Co2O7P in a non-equilibrium geometry.

The geometry in XYZ format:
```
76
C37H29Co2O7P, DFT the ωB97M-V functional and the def2-TZVPD basis
C -0.66878 -5.01036 4.51304
C -0.40412 -5.42937 3.10225
C -1.50171 -5.56586 2.21950
C -1.40120 -6.01814 0.88175
C -2.63360 -6.04247 0.03461
O -0.35481 -6.39583 0.38128
O 0.75286 -5.64236 2.78034
H -1.71122 -4.73353 4.67040
H -0.42360 -5.82609 5.19371
H -0.04347 -4.15427 4.76830
H -2.47856 -5.31789 2.58981
H -3.51019 -5.66645 0.56277
H -2.48123 -5.42713 -0.85226
H -2.84251 -7.06129 -0.29172
O 5.22101 1.00025 1.59703
C 4.10209 0.98398 1.38306
Co 2.33969 0.90629 0.98644
C 1.45383 -0.41268 1.88695
O 0.86972 -1.22769 2.42878
C 1.38744 2.32265 1.54283
O 0.74264 3.19153 1.89568
C 2.20841 1.35744 -1.00694
C 2.14142 -0.08613 -0.79603
C 3.40716 -0.84936 -0.75083
C 3.51662 -2.05448 -0.07540
C 4.78205 -2.52563 0.37777
C 4.87431 -3.61833 1.19637
C 3.73017 -4.31212 1.56313
C 2.48631 -3.90772 1.10293
C 2.36584 -2.80937 0.29816
Co 0.39593 0.65977 -1.57479
C -0.38598 -0.90236 -1.09760
O -0.85849 -1.89200 -0.78689
C 0.67146 0.58011 -3.33564
O 0.85221 0.55974 -4.46152
P -0.93661 2.46147 -1.08644
C -1.82970 2.21806 0.45505
C -2.78108 3.14116 0.82507
C -3.45590 2.99463 2.02495
C -3.17316 1.92145 2.84674
C -2.22551 0.99242 2.46958
C -1.56033 1.13894 1.26708
C 0.07375 3.95316 -1.14648
C 0.01414 4.89115 -0.14058
C 0.81710 6.01544 -0.18944
C 1.66339 6.20902 -1.26166
C 1.71751 5.27369 -2.27482
C 0.92285 4.14201 -2.21367
C -2.04930 2.37559 -2.49630
C -2.14485 3.43850 -3.36602
C -3.00290 3.37255 -4.44914
C -3.76573 2.24027 -4.65091
C -3.66962 1.17575 -3.77740
C -2.80848 1.24583 -2.69616
H 2.83549 1.62040 -1.85786
H 4.31114 -0.35645 -1.07045
H 5.66118 -1.94667 0.15157
H 5.83140 -3.90446 1.60191
H 3.80523 -5.16308 2.21956
H 1.60426 -4.44219 1.42139
H 1.39054 -2.48660 -0.03011
H -2.99250 3.97677 0.17655
H -4.19597 3.71958 2.32420
H -3.68890 1.80833 3.78661
H -1.98743 0.15987 3.11275
H -0.82009 0.41369 0.97377
H -0.61535 4.71042 0.71582
H 0.80460 6.72670 0.62117
H 2.28145 7.09125 -1.31110
H 2.39847 5.41045 -3.09998
H 0.96655 3.39754 -2.99351
H -1.53909 4.31465 -3.20495
H -3.06318 4.19391 -5.14484
H -4.43261 2.18344 -5.49617
H -4.24980 0.28322 -3.94759
H -2.71269 0.41529 -2.01545
```

## Properties
Multiplicity: 1
LUMO level (eV): 4.115
Relative energy (zero: lowest compared OMol25 entry of this formula, charge and spin) (kJ/mol): 0.0
M (g mol⁻¹): 734.47
Charge: -2

Löwdin atomic charge list, values in e, 2 entries:
1 C -0.06
2 C -0.56



Record 3
The following is a DFT calculation (the ωB97M-V functional and the def2-TZVPD basis) of a structure of composition C37H29N4O5S3Tl in a non-equilibrium geometry.

The geometry in XYZ format:
```
79
C37H29N4O5S3Tl, DFT the ωB97M-V functional and the def2-TZVPD basis
Tl 0.89154 0.75044 0.37855
O 1.17434 -1.64816 2.18565
C 2.30184 -1.90636 2.62035
C 2.55464 -1.82026 4.02415
C 3.73214 -1.83966 4.69295
C 5.04424 -1.94636 4.16025
C 5.40424 -2.10806 2.87095
C 3.33084 -2.41806 1.60465
C 2.97774 -1.92856 0.20745
N 3.81184 -1.24896 -0.42595
C 3.70294 -0.69296 -1.73895
C 2.35314 -0.74116 -2.47845
N 1.53084 0.38974 -2.13445
C 1.13314 1.13834 -3.09115
C 0.43114 2.38374 -2.99895
C -0.29746 2.79344 -4.12225
C -0.96306 3.99494 -4.16465
C -0.86296 4.86104 -3.07345
C -0.13706 4.51014 -1.96975
C 0.51684 3.24544 -1.84835
O 1.15724 2.96104 -0.79145
H 1.64174 -1.68766 4.59055
H 3.67934 -1.72256 5.76615
H 5.85334 -1.85976 4.86715
H 6.45824 -2.12446 2.61735
H 1.16704 -2.31406 0.61025
H 4.00874 0.35384 -1.63795
H 4.46334 -1.19856 -2.34495
H 2.55794 -0.76576 -3.56185
H 1.83014 -1.65876 -2.20855
H 1.36534 0.83384 -4.12675
H -0.34406 2.12014 -4.97095
H -1.53706 4.27924 -5.03475
H -1.35686 5.82314 -3.10455
H -0.04716 5.19344 -1.13595
S -4.07096 6.39914 -0.13475
C -3.27326 7.85884 0.27905
C -2.04356 7.63624 0.81375
C -1.72366 6.26804 0.89155
C -2.71946 5.45234 0.42435
C -2.74656 4.01164 0.34905
C -1.56486 3.25104 0.49635
N -1.51996 1.95424 0.35275
C -2.64746 1.27534 0.09995
C -3.90496 1.91954 0.03495
C -5.09046 1.14194 -0.11125
C -5.03126 -0.20946 -0.16645
C -3.77726 -0.88966 -0.16605
C -3.67276 -2.28386 -0.23295
C -2.42486 -2.87596 -0.34235
C -1.31486 -2.00786 -0.44705
N -1.37456 -0.71406 -0.27915
C -2.57576 -0.14056 -0.10135
C -2.24176 -4.30726 -0.36085
C -1.07756 -5.02526 -0.46625
C -1.28236 -6.41766 -0.44105
C -2.59226 -6.75566 -0.30675
S -3.61036 -5.37936 -0.21995
C -3.92326 3.31554 0.12725
H -3.76526 8.79584 0.10745
H -1.38306 8.41974 1.13915
H -0.79816 5.89934 1.29475
H -0.61896 3.72014 0.71635
H -6.03756 1.66154 -0.15035
H -5.93326 -0.79976 -0.24375
H -4.56866 -2.88986 -0.21185
H -0.35196 -2.40916 -0.70825
H -0.09686 -4.59056 -0.54205
H -0.48806 -7.13906 -0.51985
H -3.02986 -7.73296 -0.24465
H -4.86206 3.84584 0.03215
C 4.22444 -5.08556 2.29835
S 2.80364 -4.30606 1.42625
O 1.68114 -4.46186 2.34815
O 4.70354 -2.26386 1.74965
O 1.75674 -2.38806 -0.18405
H 3.94464 -5.19086 3.34045
H 5.12714 -4.50156 2.17985
H 4.36854 -6.06206 1.84705
```

## Properties
Multiplicity: 1
LUMO level (eV): -0.943
Relative energy (zero: lowest compared OMol25 entry of this formula, charge and spin) (kJ/mol): 215.9
M (g mol⁻¹): 910.25

Löwdin atomic charge list, values in e, 2 entries:
1 Tl 0.99
2 O -0.05



Q: Number 1 is which compound?
A: C37H29ClMoN2O4S2Se



Q: Which formula does entry 1 have?
A: C37H29ClMoN2O4S2Se



Q: Which formula does entry 3 have?
A: C37H29N4O5S3Tl



Q: Among the records above, which one has the highest relative energy (zero: lowest compared OMol25 entry of this formula, charge and spin)?
A: C37H29N4O5S3Tl